#a
The following is a DFT calculation (ωB97M-V with the def2-TZVPD basis set) of a gas-phase ion, C9H12N3O (charge +1).

Each line ends with the natural charge from an NBO analysis.
Cartesian coordinates (Å):
C -2.8977 -0.4175 -0.2487  -0.187
C -2.1661 0.7045 -0.0043  -0.191
C -2.2120 -1.6440 -0.2662  0.048
C -0.7627 0.6904 0.0711  0.083
C -0.2237 -0.5962 -0.0514  0.323
C 2.0399 0.4822 -0.4160  0.842
C -0.2405 2.9976 -0.3575  -0.442
C 1.6573 -0.6674 1.4689  -0.461
C 1.5833 -1.9512 -0.6505  -0.454
N -0.9228 -1.6936 -0.1074  -0.435
N 0.0795 1.7442 0.2354  -0.354
N 1.3235 -0.6875 0.0325  -0.352
O 3.1084 0.8207 -0.6572  -0.372
H -3.9741 -0.2949 -0.5617  0.259
H -2.6856 1.5873 0.1363  0.235
H -2.7390 -2.5654 -0.1968  0.221
H 0.5855 3.5442 -0.4467  0.225
H -0.8088 3.0039 -1.3467  0.193
H -0.8795 3.4906 0.3274  0.230
H 1.0827 0.1300 2.0638  0.286
H 1.4905 -1.7449 1.7435  0.256
H 2.7891 -0.4686 1.7289  0.264
H 0.6303 -2.5241 -0.3859  0.307
H 1.5693 -1.7062 -1.7804  0.242
H 2.5735 -2.2343 -0.3304  0.234

Its total charge is +1. The value obtained for the molar mass is 178.215 g/mol.

#b
The following is a DFT calculation (ωB97M-V with the def2-TZVPD basis set) of a gas-phase ion, C9H12N3O (charge +1).

Each line ends with the natural charge from an NBO analysis.
Cartesian coordinates (Å):
H 1.9790 1.7899 0.2276  0.377
N 1.1900 1.1293 0.1179  -0.724
C 1.3719 -0.0849 0.1449  0.610
O 2.3996 -0.9156 0.2486  -0.494
C 3.7965 -0.5930 -0.0287  -0.245
C -0.0627 -0.6931 0.1171  -0.028
C -0.1029 -2.1271 0.1779  -0.193
C -1.3494 -2.7110 -0.0020  -0.148
C -2.4906 -1.9233 -0.2310  -0.194
C -2.3673 -0.5424 -0.2506  -0.150
C -1.1657 0.1257 0.0657  -0.188
C -1.0245 1.5641 0.1290  0.644
N -1.4075 2.3190 1.2247  -0.760
N -0.9579 2.2081 -1.0645  -0.754
H 4.2078 -1.4047 -0.5666  0.220
H 4.1469 -0.3262 0.9612  0.209
H 3.9194 0.2497 -0.6552  0.188
H 0.8780 -2.5425 -0.0395  0.250
H -1.4927 -3.7281 0.0976  0.223
H -3.3877 -2.4263 -0.3612  0.234
H -3.1726 0.0907 -0.5183  0.222
H -1.4059 3.3433 1.0949  0.411
H -1.6493 1.9694 2.1757  0.450
H -0.7525 1.8962 -1.9706  0.434
H -1.0998 3.3327 -1.0950  0.406

Its total charge is +1. Its SMILES is [H]/N=C(\OC)c1ccccc1C(N)=[NH2+]. The value obtained for the molar mass is 178.215 g/mol.

Stability summary: most stable #b, least stable #a.

#a
The following is a DFT calculation (ωB97M-V with the def2-TZVPD basis set) of a gas-phase ion, C8H11N2O (charge +1).

Each line ends with the natural charge from an NBO analysis.
Cartesian coordinates (Å):
C 3.9047 0.8580 -0.5570  -0.228
C 2.8983 1.9733 0.1809  -0.156
C 1.3500 1.3834 0.2904  -0.277
C 0.8337 -0.0699 -0.2254  0.135
C -0.7314 -0.5099 -0.0132  0.212
N -1.7883 0.5365 0.2678  -0.556
C -2.9647 -0.3714 0.6798  -0.281
C -2.7035 -1.6791 -0.3109  -0.121
O -1.3949 -1.3939 -0.9847  -0.476
N 1.7821 -1.0050 -0.8947  -0.399
C 3.1926 -0.5365 -1.0037  0.031
H 5.0650 1.0868 -0.6940  0.274
H 3.2499 3.0203 0.5660  0.270
H 0.5459 2.0807 0.8213  0.200
H -0.6905 -1.1972 0.9500  0.214
H -2.1753 1.1011 -0.5472  0.461
H -1.5352 1.2328 1.0027  0.457
H -4.0394 0.1046 0.7099  0.274
H -2.7170 -0.6401 1.8097  0.240
H -3.5886 -2.0786 -0.9644  0.267
H -2.4326 -2.5744 0.4271  0.212
H 3.9393 -1.3215 -1.5104  0.246

Its total charge is +1. Its SMILES is c1ccc([C@H]2[NH2+]CCO2)nc1. The value obtained for the molar mass is 151.189 g/mol.

#b
The following is a DFT calculation (ωB97M-V with the def2-TZVPD basis set) of a gas-phase ion, C8H11N2O (charge +1).

Each line ends with the natural charge from an NBO analysis.
Cartesian coordinates (Å):
C -1.1067 -1.6585 0.4350  0.240
C -0.3801 1.2292 1.3759  -0.313
C -1.5998 1.2567 0.8200  0.013
C 1.0252 0.6463 1.0890  -0.584
C -1.3201 -0.6876 -0.6903  -0.094
C 1.3765 -0.0646 -0.1819  0.531
C 2.6636 -0.6262 -0.4890  -0.761
C 0.2354 -0.3027 -1.1540  -0.534
N -0.7409 -2.3188 1.3057  -0.266
N -2.1006 0.3278 -0.1047  -0.113
O -3.3102 0.4776 -0.6424  -0.481
H -0.2595 1.8765 2.2489  0.247
H -2.2777 2.0352 1.1672  0.263
H 1.8428 1.4222 1.2598  0.330
H 1.4073 0.0790 1.8930  0.335
H -1.8786 -1.0895 -1.4731  0.259
H 2.6427 -1.6509 -0.0222  0.332
H 3.5481 -0.1660 -0.0971  0.280
H 2.9178 -0.8355 -1.6042  0.284
H -0.0501 0.7138 -1.5663  0.308
H -3.1751 0.2588 -1.5634  0.462
H 0.5399 -0.9228 -2.0057  0.264

Its total charge is +1. The value obtained for the molar mass is 151.189 g/mol.

#c
The following is a DFT calculation (ωB97M-V with the def2-TZVPD basis set) of a gas-phase ion, C8H11N2O (charge +1).

Each line ends with the natural charge from an NBO analysis.
Cartesian coordinates (Å):
C -0.5364 -2.4557 1.8166  -0.497
N -0.2315 -1.5279 0.8327  -0.096
C 0.3394 -1.9727 -0.3949  -0.412
N -0.6343 -0.3178 1.0249  0.405
O -1.4062 -0.0963 1.9521  -0.289
C -0.2145 0.6969 0.1107  -0.007
C 1.1632 0.8497 -0.2483  -0.175
C 1.5606 1.8045 -1.1074  -0.184
C 0.5927 2.7548 -1.6536  -0.108
C -0.7274 2.6828 -1.1800  -0.211
C -1.0654 1.6833 -0.2798  -0.147
H 0.1980 -3.3387 1.9031  0.261
H -0.6475 -2.0297 2.8893  0.284
H -1.5641 -2.9591 1.6725  0.258
H -0.0887 -2.9218 -0.5882  0.247
H 0.1496 -1.2241 -1.0769  0.239
H 1.4410 -1.9834 -0.2176  0.231
H 1.7728 0.0716 0.0881  0.214
H 2.5013 1.9369 -1.3673  0.224
H 1.1146 3.4090 -2.3707  0.251
H -1.5079 3.3499 -1.6250  0.256
H -2.2093 1.5878 -0.1803  0.259

Its total charge is +1. Its SMILES is CN(C)[N+](=O)c1ccccc1. The value obtained for the molar mass is 151.189 g/mol.

Stability summary: most stable #c, least stable #a.

#a
The following is a DFT calculation (ωB97M-V with the def2-TZVPD basis set) of a gas-phase ion, C5H12NO (charge -2).

Each line ends with the natural charge from an NBO analysis.
Cartesian coordinates (Å):
C -0.9207 2.7507 -0.1302  -1.326
C -0.6201 1.4853 0.6664  -0.294
N 0.0967 0.4573 -0.1209  -0.478
C 1.3884 0.1488 0.4896  -0.417
C -0.7182 -0.7569 -0.2794  -0.245
C -0.0256 -2.0211 -0.7962  -0.040
O 0.8818 -2.6025 0.0429  -1.000
H -1.5942 3.3982 0.4334  0.135
H -0.0128 3.3477 -0.1684  0.165
H -1.2602 2.5296 -1.1466  0.191
H -1.4861 1.0273 1.1452  0.161
H 0.0292 1.7111 1.5169  0.163
H 1.9856 -0.4993 -0.1275  0.221
H 1.9346 1.1001 0.6386  0.153
H 1.2546 -0.3195 1.4761  0.159
H -1.4432 -0.5086 -1.0820  0.155
H -1.3392 -0.9786 0.5972  0.136
H -0.8489 -2.7426 -0.9783  0.081
H 0.4321 -1.7357 -1.7707  0.079

Its total charge is -2. The spin multiplicity is 2. The value obtained for the molar mass is 102.157 g/mol.

#b
The following is a DFT calculation (ωB97M-V with the def2-TZVPD basis set) of a gas-phase ion, C5H12NO (charge -2).

Each line ends with the natural charge from an NBO analysis.
Cartesian coordinates (Å):
C 0.5336 0.9624 1.6578  -0.647
C 0.7094 -0.2038 0.6860  -0.265
C -0.6067 -0.6831 0.0422  -0.458
C -0.7389 -0.5116 -1.5054  -0.456
C -0.7542 0.9838 -1.8498  0.010
O 0.3848 1.6459 -1.8865  -0.932
N 1.2497 -1.3189 1.4971  -1.222
H -0.2048 1.7077 1.3370  0.193
H 1.4219 1.4341 2.0717  0.182
H -0.0480 0.4979 2.4718  0.178
H 1.3646 0.1545 -0.1040  0.201
H -1.4198 -0.0164 0.3650  0.168
H -0.7796 -1.6512 0.5132  0.192
H 0.0509 -1.1491 -1.9174  0.178
H -1.6893 -0.9907 -1.7744  0.159
H -1.7466 1.3746 -1.3910  0.035
H -1.3836 1.0721 -2.8285  0.008
H 2.2453 -1.1698 1.7261  0.228
H 1.4116 -2.1385 0.8890  0.249

Its total charge is -2. The spin multiplicity is 2. The value obtained for the molar mass is 102.157 g/mol.

Stability summary: most stable #a, least stable #b.